1.
The following is a DFT calculation (ωB97M-V with the def2-TZVPD basis set) of a molecular structure, C22H51BGdN4O2Si2.

Geometry as XYZ:
```
83
Properties=species:S:1:pos:R:3:forces:R:3
O -1.2839 -1.2146 -1.2199 0.20 -0.03 -0.91
O 0.5978 1.4596 -5.3565 0.11 0.19 0.56
C -0.3152 -2.2585 -1.5015 -0.39 -0.01 -0.16
C -0.8477 -3.6841 -1.3821 0.23 -0.23 0.19
H 0.5381 -2.0977 -0.8433 -0.04 0.06 0.19
H 0.0367 -2.1060 -2.5206 0.31 -0.05 0.23
H -1.1702 -3.9506 -0.3629 0.08 0.19 -0.39
H -0.0210 -4.3703 -1.6372 -0.31 0.23 0.06
H -1.6650 -3.8868 -2.0881 0.17 0.11 0.29
C -2.1974 -0.9708 -2.3701 -0.58 -0.09 0.60
C -1.7424 -1.4897 -3.7255 0.12 0.29 -0.09
H -2.3657 0.1214 -2.4607 0.22 -0.50 0.36
H -3.1567 -1.4425 -2.0816 0.46 0.25 -0.27
H -0.7938 -1.0065 -4.0110 -0.38 -0.25 -0.15
H -2.4985 -1.2543 -4.4929 0.23 0.13 0.42
H -1.6358 -2.5728 -3.7304 0.11 0.06 -0.11
C 0.0742 1.9660 -4.1353 -0.29 -0.20 -0.06
C 1.7826 0.7087 -5.1482 -0.02 -0.38 -0.01
C -1.2609 2.6588 -4.3971 0.13 0.02 -0.04
H 0.8095 2.6347 -3.6376 -0.29 -0.25 -0.33
H -0.1487 1.1281 -3.4386 0.43 0.19 -0.10
H -1.2775 3.1897 -5.3560 0.22 0.00 0.28
H -1.4533 3.3707 -3.5834 -0.15 -0.17 -0.24
H -2.0641 1.9140 -4.4410 0.07 0.18 0.06
C 2.4865 0.4511 -6.4651 -0.26 0.05 0.10
H 1.5184 -0.2723 -4.7140 0.02 0.17 0.17
H 2.4553 1.2094 -4.4317 -0.19 0.09 -0.17
H 1.8892 -0.2259 -7.0803 0.09 0.08 -0.01
H 3.4471 -0.0207 -6.2509 0.00 0.05 -0.18
H 2.6319 1.3812 -7.0164 0.12 -0.06 0.06
H 2.9662 1.4707 -0.9503 -0.07 0.19 0.14
Gd -1.2202 -0.3675 1.7717 0.74 0.17 -0.16
C 3.2132 0.6176 -0.3229 -0.12 -0.41 0.11
Si 5.0077 0.5833 0.2227 1.12 -0.63 0.60
H 3.0010 -0.2758 -0.9158 0.06 -0.06 0.01
H 2.5731 0.5598 0.5566 -0.27 0.25 -0.02
C 5.9062 -0.5820 -0.9453 0.01 0.36 -0.28
C 5.3345 -0.1633 1.9442 -0.22 0.09 0.06
C 5.7168 2.3097 0.3389 -0.05 0.26 -0.32
C -2.8003 -2.0402 1.4004 -0.49 -1.11 0.10
Si -4.0230 -0.7154 0.9330 -1.00 -0.35 0.24
H -3.1510 -2.6201 2.2726 0.22 0.42 -0.16
H -2.5737 -2.7869 0.6126 0.13 0.73 0.27
C -5.1643 -1.1694 -0.4701 -0.05 -0.12 -0.35
C -3.0836 0.8857 0.4373 0.34 0.51 -0.25
C -5.0419 -0.2993 2.4456 -0.08 0.23 0.04
H 5.3195 2.9314 -0.4650 0.04 0.16 -0.01
H 6.8110 2.3612 0.2702 -0.22 -0.18 0.08
H 5.4203 2.7631 1.2935 0.03 -0.04 -0.18
H 5.6264 -1.6261 -0.7496 0.03 0.24 -0.01
H 6.9977 -0.4870 -0.8385 -0.33 -0.07 -0.10
H 5.6191 -0.3400 -1.9768 0.25 -0.16 0.04
H 4.4898 -0.7605 2.3065 0.14 0.00 0.07
H 5.5385 0.6309 2.6816 -0.15 -0.29 -0.18
H 6.2225 -0.8189 1.9183 -0.36 0.25 -0.06
H -3.7971 1.3910 -0.2275 0.22 0.05 0.20
H -2.1654 0.7703 -0.1836 -0.48 0.10 0.01
H -2.8690 1.5919 1.2664 -0.20 -0.25 -0.36
H -6.0742 -0.1130 2.1207 0.17 -0.03 0.23
H -4.6829 0.5889 2.9797 -0.10 -0.21 -0.07
H -5.0370 -1.1412 3.1479 -0.10 0.16 -0.10
H -6.2100 -1.1295 -0.1323 0.31 -0.01 -0.13
H -4.9505 -2.1923 -0.8042 -0.15 0.18 -0.01
H -5.0468 -0.4982 -1.3312 -0.15 -0.17 0.17
B -1.1432 -1.0565 4.7538 0.70 1.07 -0.20
N 0.3464 -0.5711 4.4737 0.70 0.27 -0.39
C 1.2952 -0.2744 5.3807 -0.04 0.35 -0.94
C 2.2830 0.4949 4.7600 -0.42 -0.17 -0.30
C 1.8685 0.6429 3.4265 -0.82 -0.67 0.90
N 0.6824 -0.0040 3.2449 0.66 -0.30 1.11
N -1.9166 0.3215 4.7373 -0.76 0.52 -0.09
C -2.2656 1.0790 5.7980 0.00 0.15 -1.21
C -2.6810 2.3250 5.3256 -0.12 -0.05 -0.12
C -2.5801 2.2648 3.9325 0.68 -1.60 0.60
N -2.1133 1.0285 3.5615 -0.13 0.41 1.31
H -1.2165 -1.5697 5.8328 -0.03 0.01 -0.14
H -1.5092 -1.7747 3.8424 0.00 0.16 -0.10
H 1.2008 -0.5944 6.4081 -0.01 -0.02 -0.12
H 3.1642 0.8984 5.2240 0.08 0.00 -0.04
H 2.3607 1.1983 2.6332 -0.23 -0.26 0.12
H -2.2093 0.6930 6.8030 0.07 -0.02 -0.06
H -3.0310 3.1591 5.9196 0.09 -0.16 -0.14
H -2.7772 3.0411 3.2147 -0.09 -0.05 -0.17
```
Positions in Å, forces in eV/Å.

The calculation puts the highest occupied orbital energy (spin up / spin down) at -11.92 / -11.92 eV. Its expectation value of S² is 16.106. The total charge is +1. Its spin multiplicity is 8.



2.
The following is a DFT calculation (ωB97M-V with the def2-TZVPD basis set) of 8 unconnected molecules or ions with the total composition C22H51N5O12.

Geometry as XYZ:
```
90
Properties=species:S:1:pos:R:3:forces:R:3
C 1.3785 -6.0301 1.2628 -0.46 -0.38 1.67
O 1.5671 -5.5625 2.6694 0.08 0.55 -0.76
C 0.4873 -5.3888 3.4202 1.75 -1.19 0.04
O -0.5846 -5.8366 3.1212 -0.75 0.87 0.60
O 0.8862 -4.8289 4.6328 -0.79 -0.99 -1.86
C -0.2463 -4.7165 5.4586 -1.57 0.50 0.74
H 2.3829 -6.3698 1.0468 -0.12 -0.37 -0.32
H 1.1368 -5.2006 0.6205 -0.14 0.35 0.01
H 0.5765 -6.8097 1.2295 0.94 0.57 0.06
H 0.0335 -4.3679 6.4521 0.40 0.02 -0.21
H -0.8281 -5.6514 5.5874 0.57 0.34 -0.30
H -0.9253 -3.9704 5.0091 0.07 -0.28 0.33
C -3.1459 -3.8360 -4.0191 1.44 2.85 -0.82
O -1.9939 -3.8869 -3.1916 0.50 1.39 3.18
C -2.1207 -3.2119 -1.9357 2.75 -2.15 -1.72
O -3.1045 -2.6781 -1.5684 -0.95 0.68 0.51
O -0.9229 -3.3615 -1.2491 -1.93 0.31 -0.94
C -0.9653 -2.8106 0.0945 1.29 0.24 -0.63
H -3.9185 -4.4192 -3.6350 -1.40 -0.94 0.53
H -2.7199 -4.2021 -4.9375 -0.47 -0.34 -0.55
H -3.4663 -2.7491 -4.1964 0.23 -1.54 0.38
H -0.9753 -1.7082 0.0462 -0.51 -0.44 0.04
H -0.0132 -3.0834 0.5658 -0.19 -0.05 -0.37
H -1.7523 -3.2839 0.6391 -0.80 0.12 0.38
C 4.3305 3.3838 0.7427 0.02 -1.04 -2.38
O 3.1841 2.6923 0.1999 0.33 0.94 -0.66
H 5.2222 2.8161 0.3906 -0.24 0.42 0.54
H 4.4594 4.4208 0.3366 -0.60 -0.81 0.40
H 4.2399 3.3535 1.7824 0.31 0.35 1.74
H 2.7205 2.1365 0.8467 0.01 0.16 0.34
C 0.3697 0.8727 1.9070 -0.22 -0.73 -1.12
O 1.5594 1.1226 1.8374 1.04 0.25 0.26
N -0.1045 -0.2132 2.5442 -1.53 1.30 -1.00
C -1.5498 -0.3592 2.7897 1.11 -0.84 0.73
C 0.7678 -1.1595 3.1107 1.00 -1.47 -0.96
H -0.3266 1.4323 1.2572 -0.37 0.05 0.75
H -2.0645 0.3679 2.1944 -0.42 0.40 -0.17
H -1.6645 -0.1637 3.8767 -0.59 -0.22 -0.62
H -1.8997 -1.3922 2.5252 0.33 0.92 0.28
H 0.2201 -2.0970 3.1488 0.12 -0.18 0.48
H 1.6489 -1.3655 2.4847 -0.51 0.30 -0.14
H 1.1913 -0.8684 4.0312 0.10 0.27 1.53
C -0.1908 1.1224 -2.1047 -2.18 -1.90 0.05
O -0.5501 -0.0422 -2.3833 0.77 1.88 0.54
N 0.4883 1.9299 -2.8998 2.04 0.81 -0.48
C 1.0766 3.1822 -2.3844 -0.90 0.64 0.13
C 0.9624 1.5307 -4.2038 1.88 1.50 -1.39
H -0.5933 1.6798 -1.2233 0.48 -0.55 0.02
H 0.8940 3.2294 -1.2914 0.31 -0.03 -0.63
H 0.4953 4.0341 -2.8475 0.97 -0.64 0.34
H 2.1861 3.2657 -2.5738 -1.30 -0.24 0.15
H 0.2569 1.6867 -4.9950 -1.01 0.09 -0.20
H 1.8102 2.2598 -4.5362 -1.20 -1.43 0.87
H 1.3059 0.5127 -4.3486 0.08 -0.22 0.70
C 3.1575 -2.3696 0.6602 0.41 -0.38 1.14
O 2.1960 -3.1073 0.7468 -0.53 -0.51 -0.09
N 3.3804 -1.5330 -0.3295 0.97 0.76 -1.08
C 4.4829 -0.5572 -0.3198 -1.12 1.94 -0.68
C 2.3698 -1.5578 -1.3649 -0.75 -0.39 -0.35
H 3.9033 -2.3518 1.4549 0.42 0.14 0.23
H 5.1913 -0.6343 -1.1998 -0.69 -0.30 1.19
H 4.9640 -0.4915 0.6649 0.16 -0.69 -0.42
H 4.0032 0.4840 -0.3802 0.61 -1.30 -0.23
H 2.3024 -2.5212 -1.8928 0.26 0.13 0.35
H 1.3961 -1.4122 -0.9056 -0.15 0.06 -0.02
H 2.4745 -0.8077 -2.1235 0.50 0.63 -0.12
C -1.0131 4.5626 0.1745 -0.04 -1.14 -0.09
O -1.2881 3.7195 1.0281 -0.54 0.22 -0.55
N 0.0249 5.3855 0.3120 0.95 0.35 0.33
C 0.9196 5.2356 1.4914 1.06 -0.31 -2.80
C 0.5457 6.1821 -0.7810 0.41 1.09 -1.30
H -1.5262 4.6430 -0.8140 -0.07 0.02 0.56
H 1.8459 4.7601 1.0781 -0.55 0.15 0.55
H 0.5187 4.6080 2.2441 -0.63 -0.28 0.59
H 1.1991 6.2167 1.7895 0.07 0.80 0.73
H 1.6035 5.8676 -1.1339 -1.61 0.27 0.78
H -0.1233 6.1591 -1.7098 0.73 -0.20 1.47
H 0.5962 7.2690 -0.4693 0.10 -1.11 -0.32
C -4.0247 2.8012 -1.0676 0.38 1.23 -0.30
O -3.7038 3.5622 -1.9949 -0.30 -0.86 0.93
N -4.4604 1.5548 -1.2032 0.30 0.15 -1.51
C -4.7172 0.5987 -0.1766 -1.41 -0.57 -0.27
C -4.6974 1.0857 -2.5675 1.29 -0.45 1.25
H -4.0224 3.1283 -0.0263 0.28 0.14 0.33
H -4.6868 1.0482 0.8161 0.27 -0.04 -0.05
H -4.0259 -0.2713 -0.2963 -0.69 0.49 0.34
H -5.8019 0.3253 -0.3889 1.29 -0.44 0.77
H -3.7730 0.6993 -2.9940 -0.08 -0.61 0.03
H -5.5074 0.3890 -2.5184 -0.30 -0.59 -0.35
H -4.9149 1.9228 -3.1401 -0.77 1.52 -1.14
```
Positions in Å, forces in eV/Å.

The calculation puts the highest occupied orbital energy at -9.09 eV.